DFT (ωB97M-V/def2-TZVPD) results for a structure of composition C27H29Br66ClN3OP in a non-equilibrium geometry.

Each line ends with the Löwdin charge.
Cartesian coordinates (Å):
Cl1 2.95306 -1.19539 -5.95486  0.25
H1 0.44336 -0.68411 -3.08828  0.10
C1 -5.58283 0.09426 -12.97036  -1.64
C2 -5.13436 4.34550 0.67714  -1.52
Br1 2.25250 -7.60940 -3.42655  0.53
Br2 11.08653 0.44265 -2.20538  0.55
H2 -4.18869 7.98600 -2.34888  -0.04
C3 -4.69325 8.69648 -1.70850  -1.64
Br3 -4.27461 3.51270 2.18770  0.64
C4 -0.42333 0.44681 -4.67423  -0.19
Br4 9.81893 -7.53940 8.30870  0.57
Br5 -9.58862 3.80800 5.42670  0.56
C5 12.02426 -1.22837 -2.43001  -1.62
Br6 -6.58209 8.32082 -1.82247  0.57
O1 2.25157 -3.88084 -4.69640  -0.42
Br7 -3.62815 -7.53418 -3.80468  0.60
Br8 4.91892 -5.91281 -3.71673  0.57
Br9 -2.86519 5.41392 5.04306  0.53
H3 -6.16506 1.50718 2.23017  -0.14
Br10 -7.57522 4.41934 7.83077  0.58
Br11 1.62668 10.73898 12.20649  0.57
Br12 0.06548 11.65663 9.57730  0.55
Br13 -6.50108 0.06504 -11.27493  0.58
Br14 -4.27092 10.45830 -2.36846  0.58
H4 7.18120 -3.23729 0.27179  -0.08
H5 -0.31909 -2.93118 -4.32865  0.05
C6 0.10130 7.21930 7.32992  -1.60
H6 3.04975 -7.70063 -8.70658  -0.03
H7 -2.70147 -2.45165 -4.32182  0.04
Br15 5.46705 -3.16626 -1.50661  0.50
Br16 5.68143 -3.35964 3.12851  0.57
H8 7.65422 -4.81966 2.83141  -0.03
Br17 8.20530 -9.31624 6.20197  0.55
H9 0.29633 9.41666 10.59359  -0.11
Br18 7.80132 -1.10650 -0.81974  0.55
Br19 1.48568 -9.40112 -7.82027  0.57
Br20 -6.52785 3.22766 -0.05072  0.63
Br21 1.03493 8.83908 6.86132  0.58
H10 -1.88377 -0.34041 -2.42557  -0.03
Br22 1.91477 -3.37058 2.18592  0.57
H11 -1.26969 -8.09231 -4.29399  -0.03
C7 1.99694 -7.65485 -8.46564  -1.63
H12 -5.60368 5.25141 1.03869  -0.02
Br23 -1.86150 1.20920 -0.74450  0.62
Br24 1.06185 -7.18608 -10.08488  0.58
Br25 -2.33762 4.30040 9.27168  0.53
H13 -0.93574 7.35541 7.04820  -0.05
Br26 0.00484 -5.28823 0.47737  0.56
N1 -0.40241 1.50367 -5.12304  0.19
Br27 0.54680 2.79971 1.28081  0.53
C8 -0.16361 -1.85439 -6.18014  -0.31
Br28 -1.14573 -7.88799 -1.82936  0.55
C9 -3.18771 0.74222 0.57343  -1.59
C10 3.99660 -7.51458 -4.24832  -1.63
Br29 -2.41302 -0.19401 2.07288  0.56
C11 0.13683 10.39240 11.03121  -1.65
H14 -2.68820 -0.92705 -4.85518  0.02
Br30 -5.82001 -0.06455 4.11051  0.54
Br31 -4.66342 -0.22438 -0.19935  0.60
C12 1.92692 3.89314 2.06688  -1.64
Br32 -3.85256 4.86015 -0.66681  0.57
Br33 5.83214 0.82875 -6.80117  0.56
Br34 -4.05029 -3.54653 -10.12589  0.57
Br35 -2.70629 2.97730 12.14143  0.57
C13 7.23298 -2.94849 -0.76946  -1.61
H15 13.07211 -0.99009 -2.54401  -0.03
Br36 -7.05437 0.39669 6.80966  0.55
Br37 -1.53256 10.31633 11.99421  0.57
C14 8.18063 -8.48978 7.94557  -1.63
H16 -0.64401 3.40964 10.84453  -0.03
H17 -0.54597 -3.35969 1.93052  -0.03
H18 -4.56122 0.38820 -12.77097  -0.06
Br38 -2.97086 -0.54411 -10.20804  0.58
C15 -1.63614 -1.15112 -3.13107  -0.29
Br39 -7.10844 5.77330 4.97671  0.58
C16 -1.61925 3.04843 10.54869  -1.61
C17 -6.86365 0.97246 2.86230  -1.57
Br40 0.08166 -2.18328 -0.14901  0.59
H19 7.81521 0.39809 -5.38184  -0.03
Br41 6.46541 1.74106 -3.80306  0.56
H20 -4.62384 -0.05953 6.93409  -0.03
H21 3.84157 -7.45158 -5.31707  -0.08
Br42 -1.36335 1.29530 9.78615  0.55
H22 1.44830 4.79005 2.43752  -0.06
Br43 6.30678 -1.36194 -4.52125  0.52
C18 -4.04672 -1.82719 -9.25320  -1.63
H23 -7.15931 3.38697 5.62530  -0.19
Br44 -1.96969 8.36531 4.21532  0.60
Br45 6.05937 -5.95303 1.31408  0.59
Br46 2.75174 3.02502 3.58132  0.56
Br47 1.78216 -6.30757 -7.10250  0.59
C19 6.60087 -5.04512 2.92628  -1.62
C20 0.25308 -3.52780 1.22118  -1.62
Br48 3.23117 4.44510 0.75855  0.58
Br49 5.03502 -9.10581 -3.91469  0.58
N2 -2.76193 -1.48835 -4.00942  0.03
H24 -3.58593 1.67250 0.95299  -0.17
C21 -5.21941 0.77794 7.26953  -1.58
Br50 6.40154 -6.16956 4.47957  0.56
C22 -1.71833 -7.38936 -3.60481  -1.60
Br51 -5.52404 -1.65616 -13.77569  0.57
C23 -1.62930 6.47715 4.00909  -1.62
Br52 11.86798 -2.35675 -0.87238  0.55
C24 -0.31132 -0.81091 -3.88190  -0.33
N3 -0.30489 -1.91405 -7.31908  0.17
P1 2.02016 -2.24477 -4.44155  0.64
H25 1.68088 -4.35498 -4.07408  -0.01
Br53 -7.91820 -0.15768 1.70921  0.57
H26 8.10661 -9.28600 8.67260  -0.03
H27 -1.39859 -2.06475 -2.56962  0.07
Br54 -4.02386 8.42420 0.07930  0.53
Br55 6.63254 -7.36088 8.18425  0.55
Br56 0.11755 6.88368 9.22643  0.60
H28 -5.06368 -1.46171 -9.26782  -0.08
Br57 -3.51361 -1.96336 -7.40564  0.61
Br58 -6.33524 1.40946 -14.16339  0.57
C25 0.15623 -2.02978 -4.73656  -0.43
Br59 8.50693 -4.11752 -1.62276  0.55
Br60 -1.08364 -5.62986 -4.10138  0.58
Br61 -4.55952 2.33534 6.33893  0.54
Br62 11.47051 -2.14534 -4.03474  0.56
Br63 -1.61258 5.94957 2.15475  0.56
Br64 -7.94612 2.29690 3.75503  0.58
Br65 0.75158 5.69433 6.34214  0.63
H29 -0.63837 6.28398 4.40797  -0.14
C26 6.75728 0.40017 -5.15958  -1.61
Br66 -4.97256 0.91623 9.17730  0.58
C27 -7.77236 4.22792 5.92276  -1.71

Molar mass: 5751.64 g mol⁻¹
Maximum force: 2.3 eV Å⁻¹
Multiplicity: 1
Electronic energy: -4679594.665 eV
HOMO energy: -9.37 eV

---

DFT (ωB97M-V/def2-TZVPD) results for the ion C5H14N2 with charge -1 in a non-equilibrium geometry.

Each line ends with the Löwdin spin population.
Cartesian coordinates (Å):
H1 -1.00061 -1.83120 1.99286  0.01
H2 0.97449 0.11537 -2.30307  0.08
C1 1.52761 1.57563 0.49019  0.07
H3 -1.50032 -0.18414 2.32780  0.00
H4 0.21430 -1.95393 -1.65384  0.06
N1 -0.99756 -0.99480 -0.31245  0.01
H5 -0.30797 0.01387 -3.31578  0.11
H6 2.10031 1.08582 1.27946  0.01
C2 0.06901 1.13477 0.57685  0.02
H7 -0.37258 1.58605 1.45509  0.00
H8 1.94244 1.32359 -0.47968  0.03
N2 -0.01845 0.05837 -2.33936  0.09
C3 -0.52656 -1.16115 -1.68961  0.31
H9 0.84861 -0.88628 0.57713  0.02
H10 -0.48533 1.40365 -0.31415  0.01
H11 1.56108 2.65566 0.65420  0.01
C4 -0.64049 -0.81307 2.08495  0.03
C5 -0.13389 -0.40898 0.67511  0.03
H12 0.12526 -0.65669 2.83473  0.01
H13 -1.42848 -1.39425 -2.25086  0.08
H14 -1.95087 -0.66830 -0.28959  0.02

Expectation value of S²: 0.75
Molar mass: 102.18 g mol⁻¹
Maximum force: 1.4 eV Å⁻¹
Multiplicity: 2
Electronic energy: -8390.412 eV
HOMO energy (alpha / beta): 1.44 / -4.97 eV
Total charge: -1
ΔE to the lowest compared entry with this formula, charge and spin: 0.574 eV

---

DFT (ωB97M-V/def2-TZVPD) results for a structure of composition C43H56As3CsN6O2S in a non-equilibrium geometry.

Each line ends with the Löwdin charge.
Cartesian coordinates (Å):
H1 5.23788 2.41334 -5.13096  0.06
As1 4.26262 -5.13029 3.67101  1.13
C1 -1.84063 1.34794 1.28224  -0.14
H2 0.04490 -2.63951 0.89326  0.10
H3 4.40790 -4.22072 -2.34034  0.02
H4 -3.69846 -1.45491 -5.13543  0.10
C2 4.27300 -3.41029 0.51707  -0.37
H5 4.56791 -1.37339 3.32488  0.09
H6 -3.88606 -0.64351 -7.46031  0.10
C3 -5.76759 0.95526 3.56441  -0.26
C4 -2.89492 3.53219 1.43024  0.00
H7 3.12490 -2.16871 2.66826  0.04
H8 0.06661 3.54744 -0.15881  0.11
H9 5.97067 -1.10216 0.65600  0.04
C5 4.70427 -1.43921 -1.76883  -0.34
H10 -10.62979 2.99134 7.31366  0.10
H11 3.29989 -6.22479 1.49807  0.00
N1 1.02996 1.70395 -5.04044  0.07
H12 6.83949 -2.65495 0.59267  0.09
H13 -3.79898 -2.55514 2.81143  0.12
C6 3.78731 4.00760 -5.14616  -0.28
N2 -5.10238 2.01819 3.00941  0.19
H14 0.17443 4.03830 -6.07325  0.07
H15 -1.73093 -0.84252 -3.75813  0.11
C7 0.39060 0.67534 -4.49541  -0.49
H16 -7.03480 -1.03082 4.66346  0.11
N3 -0.81318 -0.80740 1.09079  0.07
C8 6.23623 -1.99809 1.21920  -0.07
C9 2.07501 3.35082 -6.79367  -0.22
H17 5.77639 1.14557 1.13181  0.01
H18 5.64244 -1.99352 -1.70463  0.03
Cs1 1.27546 0.22959 -1.18885  0.92
C10 -8.84449 2.30723 5.25554  -0.02
C11 -1.85653 -0.08321 1.52103  -0.15
H19 6.84953 -1.70655 2.07298  0.09
H20 -3.71429 4.16615 1.74339  0.11
H21 4.57295 2.21491 1.84861  0.02
H22 3.64420 4.98263 -5.62308  0.12
H23 5.02804 -4.02196 0.00358  0.08
N4 -0.79986 1.87981 0.63060  0.06
C12 2.40778 -4.43189 3.65368  -0.36
H24 3.78192 4.13309 -4.06026  0.05
As2 3.26412 -2.42628 -0.89891  0.99
H25 5.40486 1.00918 2.86326  0.03
C13 -0.79599 3.16630 0.37277  -0.13
H26 5.95483 -3.29379 3.50248  0.05
C14 -0.96754 0.81813 -6.59336  -0.03
H27 -7.28801 3.20078 4.13681  0.10
H28 1.50337 -0.12939 3.03681  0.01
C15 4.96064 -2.70990 1.69245  -0.68
H29 5.93856 4.02505 -5.28402  0.07
H30 1.31433 5.34434 -6.42756  0.07
N5 2.67107 3.16704 -5.48904  -0.15
C16 4.06784 -1.68780 2.39815  -0.35
C17 -4.00873 0.14491 2.65231  -0.17
H31 2.06233 -4.16264 2.65740  0.00
C18 -0.83434 0.34149 -5.29397  -0.13
C19 3.96913 -6.53625 2.29740  -0.35
C20 2.35975 0.53557 2.94086  -0.32
H32 2.92042 0.52716 3.87900  0.03
C21 -11.23444 2.28039 6.74217  -0.09
C22 -1.88071 -2.80853 1.85774  -0.04
H33 -9.14377 -0.97875 5.97556  0.12
C23 -1.83040 -0.47660 -4.77295  -0.03
H34 -5.38422 2.98250 3.03635  0.15
H35 2.32122 -3.57123 4.31433  0.01
C24 0.94403 4.37789 -6.76010  -0.07
H36 1.68654 2.38687 -7.12681  0.10
C25 -7.55765 -0.10537 4.84032  -0.01
H37 2.86209 3.66329 -7.48778  0.12
C26 -3.97162 1.52206 2.42445  -0.13
H38 0.51112 4.49170 -7.74955  0.07
C27 4.98087 1.20193 1.87561  -0.31
C28 -7.67017 2.26797 4.52737  -0.02
C29 -7.00431 1.06397 4.30514  -0.16
H39 -0.20089 1.46448 -6.98895  0.09
O1 0.69781 -0.01091 -3.50912  -0.43
H40 5.13358 3.27607 -6.66605  0.06
C30 5.11178 3.39113 -5.58608  -0.08
H41 6.15364 -4.42858 2.18574  0.07
H42 -12.11051 2.00456 7.32508  0.09
C31 3.36364 -3.95661 -2.15193  -0.32
H43 -1.84909 -3.88494 1.94789  0.10
H44 3.52733 -7.40447 2.78962  0.01
S1 2.85518 2.12383 -3.09060  0.51
As3 3.49278 -0.03342 1.44276  1.04
N6 -5.12676 -0.17572 3.35406  0.19
C32 -0.82917 -2.10962 1.25861  -0.14
H45 4.82942 -0.44542 -1.33627  0.00
H46 3.52687 -4.10050 0.92945  0.03
C33 -8.72306 -0.07399 5.56459  0.01
C34 -2.95376 -2.08667 2.32992  0.01
C35 -2.92404 2.16143 1.72141  -0.08
C36 2.12620 2.29962 -4.60052  -0.78
H47 -2.13371 0.83675 -8.38109  0.10
O2 -10.53493 1.08137 6.50680  -0.08
C37 -3.03846 -0.36091 -6.84996  -0.10
H48 1.97931 1.54079 2.75680  0.02
C38 5.41163 -3.79810 2.69262  -0.38
H49 -1.77495 5.09447 0.48814  0.11
C39 -1.82316 4.04469 0.73982  -0.04
H50 1.75933 -5.21657 4.04501  0.02
H51 -9.33122 3.25888 5.40751  0.10
C40 -9.38792 1.13864 5.78331  -0.27
C41 -2.05517 0.46706 -7.36840  -0.08
H52 -11.55569 2.74727 5.80613  0.10
C42 -2.95713 -0.69531 2.17928  -0.07
H53 2.84182 -4.83682 -1.76705  0.02
C43 -2.92631 -0.81968 -5.54731  -0.09
H54 4.42786 -1.31922 -2.81605  0.03
H55 2.89612 -3.66092 -3.09307  0.02
H56 4.91701 -6.85179 1.86447  0.01

Molar mass: 1078.70 g mol⁻¹
Maximum force: 2.3 eV Å⁻¹
Multiplicity: 1
Electronic energy: -252435.545 eV
HOMO energy: -6.87 eV
ΔE to the lowest compared entry with this formula, charge and spin: 1.146 eV

---

Among the records above, which one has the highest molar mass? C27H29Br66ClN3OP